CH3ClOS2 | wB97M-V/def2-TZVPD

## Properties
Energy relative to the best compared isomer or geometry (same formula, charge and spin) ... 9.7 kcal/mol
SMILES ... OCSSCl
E ... -37325.27070 eV
Orbital gap ... 8.9003 eV

Element x y z (Å)
O 0.70 1.04 1.43
C -0.20 0.29 0.71
S 0.63 -0.94 -0.46
S 0.66 -0.50 -2.33
Cl -1.24 -1.11 -3.00
H 1.04 0.47 2.19
H -0.88 -0.35 1.20
H -0.71 1.11 0.27


C48H54N3O4 | wB97M-V/def2-TZVPD

## Properties
Energy relative to the best compared isomer or geometry (same formula, charge and spin) ... 0.0 kcal/mol
E ... -63303.66978 eV
Net charge ... +1
Orbital gap ... 5.4897 eV

Element x y z (Å)
C -1.47 1.02 6.25
O -2.73 0.58 6.81
C -3.62 0.02 5.95
C -3.39 -0.27 4.61
C -4.12 -1.26 3.96
C -3.72 -1.68 2.57
C -2.91 -2.99 2.53
C -1.59 -2.89 3.29
O -1.40 -2.52 4.44
N -0.60 -3.29 2.43
C 0.79 -3.19 2.81
C -1.01 -3.50 1.04
C -0.43 -2.41 0.12
C -0.61 -4.91 0.59
N -2.48 -3.36 1.16
C -3.34 -3.39 0.13
C -3.01 -3.71 -1.21
C -2.65 -2.87 -2.26
C -2.49 -3.41 -3.60
C -2.62 -2.59 -4.75
C -2.36 -3.09 -6.03
C -1.93 -4.42 -6.19
C -1.87 -5.27 -5.08
C -2.14 -4.78 -3.81
C -5.25 -1.80 4.58
C -5.58 -1.45 5.89
O -6.53 -2.05 6.66
C -7.55 -2.81 5.99
C -4.82 -0.44 6.55
O -5.08 -0.15 7.87
C -4.50 -1.08 8.84
H -0.95 1.49 7.08
H -0.89 0.16 5.88
H -1.63 1.74 5.45
H -2.53 0.19 4.12
H -4.60 -1.80 1.93
H -3.06 -0.91 2.13
H -3.51 -3.81 2.98
H 0.85 -2.93 3.88
H 1.31 -4.15 2.65
H 1.32 -2.42 2.23
H -0.77 -1.42 0.47
H 0.67 -2.43 0.14
H -0.79 -2.56 -0.90
H -0.99 -5.64 1.32
H -1.03 -5.14 -0.40
H 0.49 -4.99 0.54
H -4.39 -3.31 0.43
H -3.12 -4.78 -1.43
H -2.54 -1.78 -2.13
H -2.98 -1.57 -4.61
H -2.51 -2.45 -6.91
H -1.74 -4.83 -7.19
H -1.64 -6.34 -5.20
H -2.09 -5.46 -2.94
H -5.86 -2.53 4.05
H -8.30 -2.99 6.76
H -7.99 -2.25 5.16
H -7.14 -3.76 5.62
H -4.79 -0.67 9.81
H -4.92 -2.08 8.69
H -3.41 -1.10 8.73
C 7.62 2.13 -1.03
C 6.47 1.43 -0.66
C 5.20 1.86 -1.07
C 5.05 2.97 -1.91
C 3.65 3.43 -2.41
C 2.56 2.49 -1.91
C 1.57 2.88 -1.01
C 0.46 2.05 -0.80
C 0.36 0.83 -1.46
C 1.42 0.38 -2.26
C 2.55 1.18 -2.43
C 3.40 4.88 -1.97
C 4.10 5.47 -0.91
C 3.79 6.77 -0.50
C 2.78 7.49 -1.15
C 2.08 6.90 -2.21
C 2.37 5.59 -2.58
C 3.53 3.38 -3.97
C 4.75 2.81 -4.70
C 4.24 2.51 -6.11
C 2.70 2.58 -6.02
N 2.45 2.61 -4.57
C 6.21 3.72 -2.21
C 7.48 3.30 -1.79
H 8.60 1.79 -0.72
H 6.53 0.53 -0.04
H 4.34 1.29 -0.72
H 1.65 3.85 -0.50
H -0.32 2.41 -0.14
H -0.54 0.22 -1.35
H 1.37 -0.58 -2.78
H 3.42 0.80 -2.97
H 4.89 4.93 -0.38
H 4.35 7.20 0.33
H 2.54 8.51 -0.83
H 1.29 7.45 -2.73
H 1.78 5.12 -3.39
H 3.41 4.41 -4.35
H 5.57 3.53 -4.66
H 5.11 1.91 -4.20
H 4.60 3.27 -6.80
H 4.63 1.56 -6.48
H 2.35 3.50 -6.52
H 2.22 1.74 -6.52
H 1.48 2.88 -4.32
H 6.13 4.65 -2.78
H 8.36 3.89 -2.06


C4H13N2O | wB97M-V/def2-TZVPD

## Properties
Energy relative to the best compared isomer or geometry (same formula, charge and spin) ... 26.5 kcal/mol
E ... -9380.43518 eV
Net charge ... +1
Orbital gap ... 11.4252 eV

Element x y z (Å)
C -1.72 -1.87 1.40
C -0.21 -1.79 1.04
C 0.01 -1.63 -0.45
N 0.20 -0.19 -0.77
C 1.36 0.36 -0.97
N 1.50 1.65 -1.13
H -2.13 -0.85 1.42
H -2.23 -2.40 0.65
H -1.94 -2.37 2.34
H 0.34 -1.18 1.74
H 0.12 -2.75 1.41
H 0.88 -2.19 -0.79
H -0.83 -1.96 -1.05
H -0.55 0.36 -0.36
H 2.24 -0.28 -1.00
H 2.35 2.05 -1.50
H 0.71 2.22 -0.86
H -1.02 3.17 1.33
H -0.86 3.42 -0.20
O -0.72 2.79 0.51


C12H29N4O9PV | wB97M-V/def2-TZVPD

## Properties
Energy relative to the best compared isomer or geometry (same formula, charge and spin) ... 12.2 kcal/mol
E ... -72270.29437 eV
Spin multiplicity ... 4
Orbital gap (spin up / spin down) ... 3.8377 / 4.0961 eV

Element x y z (Å)
O 2.82 2.19 -0.28
H 2.93 2.92 -0.93
V -0.61 -0.10 -0.49
N -1.15 1.90 -1.04
N -0.53 1.04 1.21
N -0.57 -1.46 -1.97
N 0.07 -1.68 0.40
O -1.44 2.15 -2.26
O -0.63 -1.25 -3.40
O 0.40 -1.74 1.71
O -0.16 0.58 2.40
C -0.71 2.38 1.17
C -0.94 2.91 -0.13
C -0.04 -2.66 -1.67
C 0.26 -2.81 -0.31
C -0.91 4.40 -0.45
H 0.15 4.72 -0.60
H -1.33 4.99 0.40
H -1.48 4.62 -1.38
C -0.60 3.09 2.48
H 0.42 3.00 2.90
H -1.33 2.61 3.16
H -0.87 4.15 2.36
C 0.29 -3.67 -2.71
C 0.62 -4.08 0.42
H 0.82 -3.30 -3.57
H -0.58 -4.20 -3.09
H 0.94 -4.45 -2.29
H 0.60 -3.89 1.49
H 1.60 -4.50 0.17
H -0.14 -4.84 0.16
H -0.59 -0.27 -3.49
H 0.16 -0.69 2.12
C 3.75 1.42 1.17
H 4.35 2.14 1.67
H 4.19 0.86 0.27
H 2.97 0.85 1.87
O 1.01 0.56 -1.17
H 1.97 1.65 -0.64
H 1.58 -0.09 -1.66
C -3.54 -2.23 -1.92
O -3.20 -2.04 -0.53
P -2.79 -0.56 -0.12
O -2.97 -0.46 1.46
C -3.19 -1.63 2.24
O -3.81 0.41 -0.87
C -4.62 1.35 -0.15
H -3.42 -3.30 -2.12
H -2.92 -1.67 -2.63
H -4.58 -1.93 -2.04
H -4.12 -2.10 1.93
H -2.38 -2.35 2.18
H -3.28 -1.29 3.26
H -5.65 1.16 -0.44
H -4.51 1.24 0.92
H -4.34 2.36 -0.42


C68H171N11O24 | wB97M-V/def2-TZVPD

## Properties
E ... -138798.16044 eV
Net charge ... -1
Spin multiplicity ... 2
Orbital gap (spin up / spin down) ... 1.4166 / 8.5986 eV

Element x y z (Å)
C -8.27 -21.66 18.26
O -7.96 -22.49 19.42
C -8.09 -21.90 20.73
C -9.45 -21.35 21.14
N -9.77 -21.56 22.53
C -10.94 -20.69 22.85
C -11.60 -21.27 24.15
O -11.83 -22.63 23.92
C -11.90 -23.47 25.09
H -7.75 -22.12 17.42
H -7.88 -20.68 18.55
H -9.29 -21.76 17.89
H -7.34 -21.13 20.88
H -7.81 -22.66 21.45
H -10.16 -21.88 20.51
H -9.50 -20.30 20.84
H -10.14 -22.47 22.76
H -11.77 -20.88 22.17
H -10.69 -19.62 22.88
H -12.62 -20.92 24.34
H -11.01 -21.16 25.06
H -12.20 -24.51 24.93
H -12.75 -23.17 25.71
H -11.06 -23.53 25.78
C -9.56 -16.38 21.98
O -8.53 -16.24 22.97
C -8.99 -15.62 24.23
C -9.94 -16.45 25.14
N -10.02 -15.91 26.52
C -10.70 -14.57 26.59
C -10.90 -13.94 27.97
O -12.10 -14.42 28.58
C -12.23 -13.90 29.84
H -10.20 -15.50 21.91
H -10.13 -17.30 22.10
H -9.08 -16.47 21.01
H -9.51 -14.69 24.03
H -7.99 -15.39 24.60
H -9.52 -17.45 25.21
H -10.92 -16.39 24.66
H -10.53 -16.64 26.99
H -11.69 -14.68 26.15
H -10.10 -13.89 25.99
H -10.85 -12.87 27.77
H -10.09 -14.13 28.67
H -13.21 -14.15 30.23
H -12.07 -12.83 29.86
H -11.55 -14.42 30.52
C -16.12 -10.41 17.56
O -16.75 -9.39 18.23
C -16.19 -8.81 19.30
C -16.74 -7.38 19.53
N -16.08 -6.43 18.58
C -16.64 -5.11 18.63
C -16.04 -4.10 17.54
O -16.28 -4.52 16.21
C -16.46 -3.47 15.29
H -16.00 -11.30 18.19
H -15.22 -10.15 17.02
H -16.88 -10.70 16.84
H -15.11 -8.91 19.19
H -16.51 -9.29 20.23
H -16.64 -7.00 20.54
H -17.80 -7.37 19.24
H -16.08 -6.77 17.62
H -16.52 -4.58 19.57
H -17.72 -5.15 18.45
H -14.97 -3.94 17.65
H -16.44 -3.12 17.84
H -15.56 -2.86 15.19
H -17.34 -2.87 15.51
H -16.61 -3.89 14.29
C -23.09 -10.28 16.16
O -22.86 -9.93 17.53
C -21.94 -8.87 17.83
C -20.48 -9.23 17.47
N -19.87 -10.21 18.36
C -20.25 -11.60 18.02
C -19.38 -12.66 18.65
O -19.77 -13.06 19.97
C -19.17 -14.28 20.46
H -22.20 -10.65 15.65
H -23.37 -9.31 15.73
H -23.97 -10.92 16.05
H -22.12 -8.54 18.85
H -22.23 -8.05 17.17
H -19.88 -8.32 17.44
H -20.35 -9.59 16.45
H -18.87 -10.08 18.43
H -20.14 -11.79 16.96
H -21.28 -11.81 18.28
H -18.34 -12.33 18.60
H -19.35 -13.56 18.03
H -19.45 -14.50 21.49
H -18.08 -14.24 20.47
H -19.59 -15.12 19.91
C -21.65 -23.32 25.39
O -20.94 -22.28 24.77
C -21.51 -21.74 23.57
C -20.41 -20.84 22.83
N -19.90 -19.87 23.76
C -19.04 -18.84 23.16
C -18.20 -17.94 24.14
O -17.36 -18.82 24.91
C -16.63 -18.18 25.93
H -21.06 -23.78 26.18
H -21.98 -24.16 24.79
H -22.53 -22.89 25.86
H -22.42 -21.21 23.85
H -21.97 -22.46 22.90
H -20.86 -20.35 21.96
H -19.65 -21.49 22.40
H -19.17 -20.20 24.36
H -19.70 -18.12 22.68
H -18.28 -19.31 22.54
H -18.81 -17.30 24.78
H -17.62 -17.24 23.53
H -17.35 -17.61 26.53
H -15.83 -17.50 25.63
H -16.18 -19.02 26.46
C -5.31 -14.72 14.15
O -6.58 -15.01 13.51
C -7.61 -15.52 14.34
C -8.91 -15.71 13.64
N -9.62 -14.43 13.68
C -11.06 -14.66 13.40
C -11.84 -13.36 13.62
O -13.24 -13.47 13.51
C -13.97 -12.25 13.63
H -5.45 -13.77 14.67
H -4.54 -14.63 13.38
H -5.03 -15.54 14.81
H -7.68 -14.73 15.10
H -7.33 -16.44 14.84
H -9.56 -16.45 14.11
H -8.54 -16.03 12.66
H -9.24 -13.85 12.95
H -11.53 -15.54 13.83
H -11.35 -14.89 12.37
H -11.48 -12.61 12.91
H -11.60 -12.97 14.61
H -13.71 -11.71 14.55
H -14.97 -12.57 13.92
H -13.90 -11.63 12.73
C -11.11 -17.83 18.31
O -11.76 -16.55 18.09
C -10.88 -15.58 17.55
C -11.56 -14.23 17.31
N -11.60 -13.59 18.65
C -12.26 -12.25 18.60
C -12.42 -11.67 19.98
O -13.38 -12.49 20.56
C -13.69 -12.31 21.99
H -10.54 -18.09 17.42
H -11.91 -18.55 18.49
H -10.43 -17.92 19.16
H -10.40 -16.07 16.70
H -10.05 -15.47 18.24
H -12.55 -14.30 16.86
H -10.90 -13.62 16.69
H -11.99 -14.20 19.36
H -13.20 -12.19 18.06
H -11.54 -11.63 18.06
H -12.84 -10.66 19.97
H -11.51 -11.65 20.59
H -13.89 -11.28 22.28
H -12.81 -12.54 22.59
H -14.57 -12.87 22.31
C -16.48 -21.88 23.62
O -16.07 -22.69 22.57
C -15.07 -23.68 22.96
C -15.79 -24.84 23.68
N -17.08 -25.24 23.06
C -16.90 -26.00 21.81
C -16.48 -27.47 22.19
O -15.06 -27.65 22.38
C -14.18 -27.72 21.26
H -16.92 -22.43 24.45
H -17.28 -21.18 23.41
H -15.62 -21.29 23.94
H -14.20 -23.34 23.53
H -14.65 -23.97 22.00
H -15.97 -24.56 24.71
H -15.08 -25.64 23.86
H -17.53 -24.35 22.88
H -16.22 -25.48 21.14
H -17.90 -26.12 21.41
H -16.81 -28.00 21.30
H -17.08 -27.84 23.02
H -13.18 -27.84 21.68
H -14.15 -26.77 20.71
H -14.22 -28.60 20.62
C -16.38 -13.63 16.10
O -16.73 -14.47 17.19
C -15.58 -14.98 17.88
C -15.96 -16.08 18.94
N -14.80 -16.66 19.62
C -14.48 -15.96 20.86
C -13.15 -16.49 21.39
O -13.22 -17.75 21.99
C -13.84 -17.90 23.28
H -17.20 -13.26 15.48
H -15.72 -14.11 15.38
H -15.84 -12.71 16.31
H -14.93 -14.21 18.30
H -14.89 -15.55 17.25
H -16.38 -17.01 18.54
H -16.68 -15.74 19.69
H -13.93 -16.61 19.11
H -15.33 -16.02 21.54
H -14.45 -14.90 20.64
H -12.88 -15.95 22.30
H -12.36 -16.40 20.64
H -14.09 -18.93 23.52
H -14.75 -17.32 23.44
H -13.12 -17.46 23.98
C -14.04 -17.73 15.95
O -15.31 -17.22 15.53
C -16.28 -18.24 15.44
C -17.51 -17.77 14.65
N -18.31 -16.86 15.51
C -19.61 -16.41 14.86
C -20.42 -15.56 15.76
O -21.55 -15.01 15.02
C -22.65 -14.59 15.80
H -14.13 -17.97 17.01
H -13.44 -16.83 15.85
H -13.51 -18.56 15.47
H -16.57 -18.75 16.36
H -15.83 -19.05 14.87
H -18.18 -18.61 14.46
H -17.26 -17.29 13.70
H -17.74 -16.05 15.70
H -20.22 -17.28 14.61
H -19.49 -15.90 13.91
H -19.85 -14.70 16.09
H -20.91 -16.22 16.48
H -23.33 -13.92 15.26
H -22.25 -14.04 16.65
H -23.22 -15.41 16.23
C -13.41 -8.54 13.84
O -14.83 -8.34 13.76
C -15.45 -7.78 14.86
C -17.00 -7.85 14.78
N -17.36 -9.19 14.32
C -18.69 -9.24 13.78
C -19.12 -10.67 13.66
O -18.32 -11.46 12.77
C -18.80 -12.78 12.57
H -13.19 -9.10 12.93
H -13.18 -9.22 14.66
H -12.91 -7.58 13.94
H -15.09 -6.78 15.08
H -15.17 -8.37 15.73
H -17.43 -7.08 14.15
H -17.42 -7.70 15.77
H -16.63 -9.45 13.67
H -18.76 -8.61 12.89
H -19.37 -8.90 14.55
H -20.14 -10.63 13.29
H -19.23 -11.27 14.57
H -18.32 -13.26 11.71
H -19.87 -12.78 12.38
H -18.73 -13.36 13.49
C -15.98 -20.08 20.24
C -14.61 -20.67 20.56
O -13.56 -19.79 20.16
O -16.15 -18.86 20.92
H -16.91 -20.63 20.39
H -16.05 -19.74 19.21
H -14.58 -21.60 20.00
H -14.49 -20.80 21.63
H -13.61 -19.04 20.76
H -15.62 -18.22 20.45


C3H5ClN2 | wB97M-V/def2-TZVPD

## Properties
Energy relative to the best compared isomer or geometry (same formula, charge and spin) ... 50.6 kcal/mol
SMILES ... Cl[C@@H]1C=NNC1
E ... -18691.91553 eV
Orbital gap ... 9.9731 eV

Element x y z (Å)
Cl -2.27 0.12 -0.60
C -0.82 -0.09 0.58
C -0.19 1.25 0.33
N 0.72 1.16 -0.52
N 0.79 -0.07 -1.06
C 0.42 -0.94 0.07
H -1.39 -0.24 1.50
H -0.40 2.40 0.46
H 1.75 -0.35 -1.51
H 1.23 -1.13 0.92
H 0.16 -2.13 -0.17


C4H5NO2 | wB97M-V/def2-TZVPD

## Properties
Energy relative to the best compared isomer or geometry (same formula, charge and spin) ... 41.5 kcal/mol
SMILES ... O=C=NC[C@@H]1CO1
E ... -9812.51651 eV
Orbital gap ... 11.1466 eV

Element x y z (Å)
O -1.76 -2.03 -0.82
C -0.87 -1.33 -1.13
N 0.00 -0.58 -1.52
C 1.03 0.11 -0.76
C 0.60 0.48 0.65
C -0.81 0.45 1.04
O -0.13 1.68 0.84
H 1.33 1.00 -1.32
H 1.90 -0.55 -0.70
H 1.36 0.33 1.42
H -1.55 0.26 0.27
H -1.10 0.17 2.04


What is the E in the third record?
-9380.43518 eV